Record 1
A molecular structure, C21H41IN2PtSi4. Source: the OMol25 dataset; level of theory: the ωB97M-V functional and the def2-TZVPD basis.

Positions of all 70 atoms, in Å:
C 0.160 -4.025 1.876
C -1.969 -4.211 -0.942
H 0.960 -4.784 1.862
H -0.740 -4.498 2.321
H 0.404 -3.161 2.510
H -1.901 -4.593 -1.963
H -2.324 -5.024 -0.287
H -2.710 -3.407 -0.870
C 2.502 -2.736 0.958
C 3.726 -2.086 0.861
C 4.291 -1.876 -0.398
C 3.531 -2.215 -1.515
H 2.153 -3.026 1.937
H 4.199 -1.771 1.791
H 5.285 -1.434 -0.477
H 3.910 -2.078 -2.528
N 1.710 -2.977 -0.105
C 2.212 -2.694 -1.353
C 1.215 -2.731 -2.404
N -0.066 -2.854 -1.941
C -1.074 -2.353 -2.696
C 0.363 -2.224 -4.611
C -0.908 -2.088 -4.050
H -2.032 -2.194 -2.210
H -1.758 -1.756 -4.640
C 1.435 -2.514 -3.775
H 2.457 -2.564 -4.141
H 0.502 -2.051 -5.671
Pt -0.319 -3.703 0.001
I -0.042 -0.602 2.647
C -0.787 2.543 4.257
Si 0.335 2.679 2.752
C 0.195 4.437 2.073
C 2.138 2.418 3.235
Si -0.380 1.269 1.057
Si -2.703 1.069 0.680
C -3.313 2.773 1.200
C -3.104 0.746 -1.136
C -3.560 -0.295 1.649
Si 0.649 1.906 -1.027
C -0.086 3.619 -1.332
C 2.484 1.805 -0.635
C 0.359 0.953 -2.629
H -0.949 3.554 4.662
H -0.307 1.937 5.036
H -1.773 2.108 4.051
H 0.197 5.119 2.933
H 1.053 4.672 1.433
H -0.723 4.600 1.499
H 2.204 2.031 4.260
H 2.687 1.729 2.585
H 2.661 3.385 3.208
H -3.071 3.535 0.449
H -4.407 2.719 1.291
H -2.907 3.099 2.166
H -2.694 -0.210 -1.491
H -4.199 0.696 -1.240
H -2.741 1.540 -1.801
H -3.727 -1.175 1.013
H -2.986 -0.624 2.524
H -4.542 0.059 1.996
H 0.365 4.398 -0.708
H 0.096 3.875 -2.385
H -1.174 3.642 -1.176
H 2.811 0.755 -0.594
H 3.051 2.301 -1.438
H 2.749 2.283 0.318
H 1.050 0.102 -2.709
H -0.667 0.571 -2.717
H 0.546 1.608 -3.498

HOMO-LUMO gap (spin up / spin down)   5.5 / 7.1 eV
HOMO (spin up / spin down)   -0.191 / -0.295 Eh
2S+1   3
ΔE to the lowest compared entry with this formula, charge and spin   294.5 kJ/mol
⟨S²⟩   2.024



Record 2
7 unconnected molecules or ions with the total composition C21H41NO8Si. Source: the OMol25 dataset; level of theory: the ωB97M-V functional and the def2-TZVPD basis.

Positions of all 72 atoms, in Å:
C -1.194 -1.287 2.850
C -0.840 -1.814 1.833
Si -0.248 -2.450 0.207
C 1.428 -3.351 0.448
O 2.068 -2.762 1.620
N 3.299 -2.168 1.321
O 3.199 -1.250 0.603
H -1.461 -0.570 3.563
H -0.024 -1.288 -0.676
H -1.225 -3.369 -0.397
H 1.199 -4.387 0.665
H 2.047 -3.266 -0.425
C -5.001 -2.246 2.431
C -4.856 -0.765 2.668
C -5.970 0.123 2.177
O -3.883 -0.310 3.227
H -4.132 -2.764 2.830
H -5.898 -2.617 2.931
H -5.072 -2.444 1.360
H -6.906 -0.144 2.667
H -6.075 0.015 1.095
H -5.741 1.157 2.409
C 4.599 1.490 0.198
C 5.570 2.639 0.295
C 7.013 2.342 -0.026
O 5.211 3.750 0.614
H 3.600 1.839 0.452
H 4.589 1.096 -0.819
H 4.884 0.700 0.891
H 7.097 1.986 -1.053
H 7.403 1.587 0.659
H 7.600 3.252 0.082
C 3.461 -4.970 -3.778
C 2.982 -5.715 -2.557
C 3.490 -7.122 -2.367
O 2.223 -5.206 -1.765
H 3.021 -3.976 -3.793
H 4.548 -4.877 -3.756
H 3.161 -5.503 -4.682
H 4.578 -7.117 -2.286
H 3.191 -7.744 -3.212
H 3.070 -7.538 -1.455
C -5.671 4.433 5.647
C -5.525 3.397 4.559
C -4.130 3.155 4.037
O -6.489 2.797 4.138
H -6.717 4.513 5.934
H -5.084 4.143 6.519
H -5.328 5.404 5.285
H -3.484 2.815 4.847
H -3.728 4.077 3.614
H -4.148 2.391 3.267
C 6.359 5.047 -2.983
C 7.500 4.113 -3.299
C 8.828 4.742 -3.643
O 7.357 2.912 -3.275
H 5.468 4.467 -2.753
H 6.609 5.665 -2.119
H 6.153 5.688 -3.842
H 9.181 5.348 -2.807
H 8.725 5.369 -4.529
H 9.557 3.960 -3.846
C -7.816 -1.759 -2.617
C -6.651 -1.054 -1.967
C -6.733 0.449 -1.858
O -5.696 -1.666 -1.549
H -7.629 -2.831 -2.629
H -8.731 -1.565 -2.055
H -7.939 -1.409 -3.643
H -7.602 0.730 -1.261
H -6.809 0.895 -2.851
H -5.833 0.822 -1.373

HOMO-LUMO gap   9.5 eV
HOMO   -0.338 Eh
SMILES string   C#C[SiH2]CON=O.CC(C)=O.CC(C)=O.CC(C)=O.CC(C)=O.CC(C)=O.CC(C)=O



Record 3
A molecular structure, C21H42BFI2N2O7P. Source: the OMol25 dataset; level of theory: the ωB97M-V functional and the def2-TZVPD basis.

Positions of all 77 atoms, in Å:
C 3.169 -0.253 0.111
O 4.358 0.466 -0.250
C 4.235 1.083 -1.547
C 4.462 2.649 -1.348
C 3.348 3.128 -0.294
C 2.934 4.629 -0.652
C 1.505 4.766 -1.295
N 0.423 4.065 -0.571
C 0.159 3.890 0.805
C 1.039 4.402 1.987
B 1.781 3.166 2.753
O 1.115 1.943 2.984
O 3.119 3.213 3.191
C -1.088 3.142 1.040
C -1.753 2.777 2.399
C -2.373 1.328 2.463
F -3.792 1.462 2.634
N -1.556 2.859 -0.284
C -2.794 2.147 -0.582
I -2.883 0.091 -1.213
C -3.970 2.835 -0.417
C -3.990 4.318 0.080
I -5.911 1.951 -0.814
C -0.643 3.408 -1.182
P -0.940 3.220 -3.043
O -2.457 3.884 -3.399
O -0.946 1.604 -3.449
H 2.349 0.392 0.539
H 2.737 -0.773 -0.793
H 3.451 -1.001 0.901
H 3.177 0.984 -1.945
H 5.004 0.724 -2.282
H 5.487 2.908 -0.978
H 4.328 3.130 -2.357
H 3.905 3.190 0.688
H 2.481 2.421 -0.261
H 3.666 4.970 -1.446
H 3.110 5.339 0.210
H 1.574 4.314 -2.330
H 1.223 5.847 -1.478
H 1.735 5.237 1.730
H 0.317 4.823 2.757
H 1.713 1.317 3.433
H 3.504 4.098 3.067
H -2.623 3.495 2.522
H -1.078 3.000 3.273
H -2.197 0.696 1.558
H -2.012 0.836 3.407
H -3.126 4.933 -0.293
H -3.966 4.279 1.211
H -4.939 4.856 -0.198
H -2.312 4.847 -3.272
H -0.099 1.325 -3.838
C -1.794 -4.806 0.148
C -1.597 -3.871 1.331
C -2.925 -3.322 1.828
O -0.749 -2.788 0.947
H -2.256 -4.278 -0.693
H -0.833 -5.184 -0.206
H -2.425 -5.654 0.416
H -1.094 -4.405 2.140
H -3.426 -2.743 1.045
H -2.769 -2.644 2.671
H -3.592 -4.126 2.147
H -1.185 -2.310 0.232
C 0.506 -8.808 -2.526
C -0.062 -7.971 -1.390
C 0.269 -8.579 -0.036
O -1.478 -7.874 -1.533
H 0.081 -9.816 -2.517
H 0.251 -8.366 -3.492
H 1.592 -8.887 -2.454
H 0.340 -6.957 -1.445
H -0.164 -9.579 0.058
H -0.154 -7.974 0.770
H 1.349 -8.651 0.112
H -1.843 -8.766 -1.486

HOMO-LUMO gap   7.9 eV
HOMO   -0.424 Eh
Charge   +1



Record 4
A molecular structure, C21H42Cl3F4N4O10P3Rb. Source: the OMol25 dataset; level of theory: the ωB97M-V functional and the def2-TZVPD basis.

Positions of all 88 atoms, in Å:
C 0.389 3.213 -1.460
C -0.610 2.146 -0.960
P -0.367 0.553 -1.807
C -1.989 -0.223 -2.199
C -3.275 0.435 -1.675
O 0.539 -0.474 -0.845
P 0.387 -0.916 0.664
O 1.060 -2.160 0.976
O 0.860 0.378 1.507
C 2.122 0.476 2.076
F 3.053 0.108 1.217
F 2.203 -0.319 3.145
C 2.321 1.940 2.552
F 1.556 2.783 1.840
F 3.614 2.271 2.344
O -1.179 -0.901 0.889
P -2.076 -0.501 2.205
N -3.391 -1.261 2.237
O -1.143 -0.733 3.464
O -2.223 1.077 2.084
H -0.140 4.138 -1.694
H 0.876 2.891 -2.385
H 1.159 3.427 -0.719
H -0.597 2.075 0.128
H -1.626 2.451 -1.230
H -1.970 -1.290 -1.942
H -2.017 -0.166 -3.274
H -4.148 -0.049 -2.127
H -3.340 1.488 -1.953
H -3.414 0.342 -0.598
H 2.139 2.034 3.625
H -3.528 -1.930 1.491
H -0.570 -0.005 3.734
H -1.608 1.638 2.572
Rb -1.783 -0.492 -5.081
C 2.570 -0.888 -10.265
C 1.274 -0.743 -9.493
O 1.428 0.072 -8.327
H 3.344 -1.317 -9.629
H 2.435 -1.530 -11.135
H 2.924 0.085 -10.611
H 0.929 -1.712 -9.135
H 0.496 -0.320 -10.137
H 1.724 0.941 -8.619
N -6.171 0.960 -0.457
C -7.254 1.007 -1.232
C -8.405 0.273 -0.995
C -8.440 -0.559 0.113
C -7.324 -0.618 0.932
C -6.219 0.157 0.608
H -7.196 1.672 -2.089
H -9.254 0.358 -1.660
H -9.321 -1.147 0.335
H -7.304 -1.248 1.811
H -5.337 0.136 1.237
C 7.239 2.791 2.870
Cl 7.373 1.055 3.152
Cl 7.871 3.704 4.237
Cl 8.043 3.251 1.373
H 6.188 3.028 2.768
C 2.323 6.453 4.888
C 1.948 5.263 5.740
O 2.022 4.055 4.966
O 1.479 6.555 3.753
H 2.225 7.376 5.458
H 3.368 6.355 4.559
H 0.912 5.342 6.066
H 2.595 5.192 6.618
H 2.959 3.892 4.799
H 1.322 5.655 3.443
C -2.427 -6.122 -4.620
C -2.368 -4.708 -4.952
N -2.328 -3.594 -5.217
H -3.002 -6.260 -3.706
H -2.904 -6.669 -5.431
H -1.419 -6.507 -4.472
C 1.996 -4.117 3.531
C 2.639 -5.383 4.051
O 1.992 -6.269 4.580
N 3.989 -5.498 3.903
C 4.907 -4.554 3.303
H 0.928 -4.174 3.721
H 2.399 -3.240 4.040
H 2.155 -4.003 2.459
H 4.362 -6.360 4.269
H 5.424 -5.002 2.451
H 5.661 -4.232 4.023
H 4.369 -3.679 2.954

HOMO-LUMO gap   7.6 eV
HOMO   -0.387 Eh
ΔE to the lowest compared entry with this formula, charge and spin   0.0 kJ/mol
Charge   +1



Record 5
A molecular structure, C21H42HgN3O8. Source: the OMol25 dataset; level of theory: the ωB97M-V functional and the def2-TZVPD basis.

Positions of all 75 atoms, in Å:
Hg -18.254 3.220 -11.139
C -20.067 3.727 -15.638
C -20.152 3.874 -14.098
C -21.570 3.548 -13.625
O -19.113 3.309 -13.340
H -20.931 4.299 -15.975
H -20.085 2.669 -15.900
H -19.132 4.105 -16.050
H -20.106 4.948 -13.914
H -21.831 3.834 -12.605
H -21.828 2.491 -13.681
H -22.345 4.080 -14.176
C -20.872 6.676 -9.325
C -22.311 6.655 -8.871
C -23.163 5.330 -9.134
O -24.436 5.355 -8.924
C -22.436 4.101 -9.553
C -21.101 4.197 -9.823
C -20.312 5.528 -9.792
O -19.034 5.558 -10.139
O -20.535 3.096 -10.119
O -22.889 7.626 -8.348
H -20.312 7.598 -9.288
H -22.879 3.136 -9.354
C -15.626 2.560 -7.458
C -16.097 2.771 -8.923
C -15.563 1.688 -9.943
O -16.183 2.022 -11.110
C -15.632 1.150 -12.088
N -17.531 2.845 -8.901
H -16.052 1.596 -7.180
H -16.068 3.341 -6.840
H -14.549 2.509 -7.305
H -15.855 3.767 -9.292
H -15.987 0.756 -9.570
H -14.475 1.741 -9.926
H -16.072 1.414 -13.049
H -15.843 0.090 -11.949
H -14.557 1.331 -12.101
H -17.921 2.146 -8.286
H -17.716 3.608 -8.266
C -16.541 5.658 -13.905
C -15.782 4.683 -12.971
C -14.234 4.984 -12.980
O -13.604 4.076 -12.106
C -12.208 4.265 -11.983
N -16.342 4.759 -11.685
H -16.227 5.675 -14.949
H -16.458 6.661 -13.486
H -17.597 5.391 -13.932
H -15.991 3.668 -13.310
H -14.125 5.988 -12.571
H -13.831 4.839 -13.983
H -11.743 4.520 -12.935
H -11.721 3.378 -11.578
H -12.110 5.118 -11.312
H -15.613 4.288 -11.167
H -16.349 5.737 -11.433
C -19.132 -0.177 -9.301
C -18.464 -0.369 -10.732
C -18.848 -1.677 -11.385
O -18.442 -2.836 -10.605
C -18.983 -4.047 -11.137
N -18.841 0.760 -11.548
H -20.210 -0.337 -9.282
H -19.009 0.858 -8.983
H -18.644 -0.743 -8.508
H -17.383 -0.374 -10.593
H -18.573 -1.734 -12.438
H -19.929 -1.676 -11.526
H -20.051 -4.083 -10.923
H -18.387 -4.848 -10.699
H -18.788 -4.264 -12.187
H -18.671 0.519 -12.514
H -19.851 0.772 -11.570

HOMO-LUMO gap (spin up / spin down)   7.2 / 5.0 eV
HOMO (spin up / spin down)   -0.275 / -0.274 Eh
2S+1   2
⟨S²⟩   0.782



Record 6
A molecular structure, C21H42MgO26PV. Source: the OMol25 dataset; level of theory: the ωB97M-V functional and the def2-TZVPD basis.

Positions of all 92 atoms, in Å:
O 2.079 0.180 3.208
V 1.438 1.441 2.417
Mg -0.062 -1.001 -0.219
P -0.753 0.044 1.534
O -0.212 -1.398 1.528
O -1.492 0.212 0.205
O 0.629 0.421 0.836
O -0.518 1.092 2.702
C -3.256 -2.861 0.700
O -2.656 -3.964 0.026
C -1.677 -3.715 -0.810
O -1.063 -2.689 -0.935
O -1.311 -4.785 -1.486
C -2.053 -6.000 -1.455
H -3.916 -2.331 0.012
H -2.608 -2.136 1.182
H -3.930 -3.253 1.459
H -1.846 -6.633 -2.312
H -3.131 -5.849 -1.410
H -1.742 -6.518 -0.546
C 1.081 -1.583 -4.327
O 0.963 -0.150 -4.198
C 0.496 0.409 -3.111
O 0.089 -0.204 -2.143
O 0.700 1.705 -3.189
C 0.646 2.545 -2.029
H 2.011 -1.960 -3.905
H 1.134 -1.646 -5.411
H 0.221 -2.082 -3.886
H 1.121 2.060 -1.177
H -0.367 2.915 -1.898
H 1.280 3.417 -2.195
C 3.129 3.700 5.899
O 1.703 3.804 6.117
C 0.883 3.104 5.387
O 1.258 2.366 4.474
O -0.330 3.243 5.788
C -1.454 2.640 5.125
H 3.300 2.637 6.068
H 3.570 4.294 6.693
H 3.497 4.078 4.949
H -2.364 2.775 5.700
H -1.160 1.614 4.926
H -1.599 3.243 4.227
C -1.652 3.705 1.376
O -2.045 4.670 0.424
C -1.144 5.542 -0.002
O 0.036 5.431 0.231
O -1.726 6.462 -0.729
C -0.918 7.440 -1.388
H -2.544 3.214 1.753
H -1.289 4.305 2.220
H -0.857 3.046 1.043
H -0.017 7.685 -0.831
H -1.553 8.324 -1.338
H -0.693 7.295 -2.442
C -3.107 1.772 -1.874
O -2.994 3.042 -2.484
C -3.392 3.301 -3.697
O -3.763 2.478 -4.498
O -3.334 4.640 -3.892
C -3.941 5.053 -5.126
H -4.121 1.374 -1.954
H -3.006 2.063 -0.828
H -2.341 1.054 -2.151
H -3.414 5.853 -5.655
H -4.808 5.634 -4.787
H -4.186 4.291 -5.852
C 4.754 -6.960 1.311
O 3.348 -6.728 1.103
C 2.810 -5.717 1.758
O 3.370 -4.975 2.553
O 1.514 -5.680 1.562
C 0.725 -4.573 1.957
H 4.999 -7.839 0.723
H 5.033 -7.020 2.356
H 5.264 -6.133 0.814
H 0.924 -4.369 3.007
H -0.331 -4.768 1.783
H 0.929 -3.684 1.365
C 3.628 -0.771 -0.153
O 3.689 -2.020 -0.821
C 2.575 -2.675 -1.077
O 1.467 -2.179 -0.913
O 2.900 -3.841 -1.556
C 1.837 -4.761 -1.933
H 2.914 -0.829 0.664
H 3.374 0.054 -0.823
H 4.602 -0.475 0.233
H 1.242 -4.298 -2.715
H 1.217 -4.907 -1.050
H 2.295 -5.708 -2.192

HOMO-LUMO gap (spin up / spin down)   7.5 / 7.8 eV
HOMO (spin up / spin down)   -0.436 / -0.437 Eh
2S+1   2
ΔE to the lowest compared entry with this formula, charge and spin   0.0 kJ/mol
⟨S²⟩   0.798
Charge   +1